[1]
Computed, not measured: C39H56IrN8O5P2S as an isolated structure in a non-equilibrium geometry, with ωB97M-V/def2-TZVPD.

Relative energy (zero: lowest compared OMol25 entry of this formula, charge and spin), eV: 0.564
Multiplicity: 2
F_max, eV/Å: 2.919
⟨S²⟩: 0.780
DFT total energy, eV: -95751.1400
Kohn-Sham gap (spin up / spin down), eV: 4.828 / 2.109
LUMO energy (spin up / spin down), Eh: -0.209 / -0.309
Total charge: +2

Each line ends with the Löwdin charge.
Cartesian coordinates (Å):
Ir1 0.54 0.36 -0.21  1.11
C1 0.75 4.31 -0.97  -0.08
C2 1.54 3.78 0.22  -0.52
C3 2.97 3.46 -0.18  -0.09
P1 0.69 2.33 0.94  0.97
C4 -0.96 2.99 1.50  -0.50
C5 -0.85 4.38 2.14  -0.08
C6 -1.61 2.02 2.50  -0.10
C7 1.40 1.81 2.50  -0.31
C8 1.98 2.65 3.44  -0.05
C9 2.41 2.14 4.65  -0.01
C10 2.24 0.78 4.91  -0.01
C11 1.67 -0.06 3.98  0.03
C12 1.24 0.43 2.74  -0.30
N1 0.71 -0.38 1.73  -0.04
C13 1.15 -1.74 1.73  -0.36
C14 0.59 -2.73 2.52  -0.03
C15 1.03 -4.04 2.38  0.00
C16 2.00 -4.37 1.45  0.00
C17 2.57 -3.37 0.66  -0.02
C18 2.16 -2.06 0.81  -0.31
P2 2.74 -0.57 -0.07  1.06
C19 3.49 -1.17 -1.65  -0.50
C20 3.54 -0.10 -2.74  -0.09
C21 4.86 -1.87 -1.52  -0.07
C22 4.07 0.14 1.02  -0.47
C23 5.26 0.79 0.29  -0.09
C24 4.61 -0.89 2.01  -0.07
H1 1.23 5.22 -1.34  0.10
H2 -0.28 4.57 -0.72  0.07
H3 0.75 3.58 -1.78  0.08
H4 1.56 4.54 1.02  0.11
H5 2.98 2.65 -0.91  0.07
H6 3.57 3.17 0.68  0.07
H7 3.43 4.34 -0.63  0.10
H8 -1.60 3.09 0.62  0.08
H9 -0.18 4.36 2.99  0.08
H10 -1.83 4.67 2.51  0.10
H11 -0.52 5.14 1.44  0.08
H12 -1.16 2.15 3.49  0.09
H13 -1.49 0.97 2.24  0.05
H14 -2.67 2.25 2.59  0.10
H15 2.12 3.70 3.22  0.12
H16 2.88 2.78 5.38  0.13
H17 2.57 0.37 5.86  0.13
H18 1.57 -1.11 4.21  0.12
H19 -0.19 -2.48 3.22  0.13
H20 0.60 -4.82 3.00  0.14
H21 2.32 -5.39 1.32  0.10
H22 3.33 -3.66 -0.07  0.12
H23 2.78 -1.95 -1.94  0.08
H24 4.35 0.60 -2.56  0.07
H25 2.61 0.46 -2.82  0.05
H26 3.74 -0.58 -3.70  0.10
H27 5.67 -1.15 -1.46  0.07
H28 5.03 -2.46 -2.42  0.10
H29 4.93 -2.54 -0.66  0.07
H30 3.55 0.91 1.58  0.07
H31 6.01 0.05 0.04  0.07
H32 5.74 1.49 0.98  0.10
H33 5.00 1.34 -0.61  0.06
H34 5.09 -1.73 1.50  0.09
H35 3.84 -1.29 2.66  0.07
H36 5.36 -0.41 2.64  0.10
N2 -1.74 0.68 -0.44  0.02
C25 -1.86 1.60 -1.59  -0.27
C26 -3.29 1.94 -1.99  -0.11
C27 -4.37 0.84 -2.18  -0.15
C28 -4.71 0.53 -3.63  -0.15
N3 -3.60 -0.10 -4.32  0.10
C29 -3.54 -1.28 -4.89  -0.42
N4 -4.60 -2.10 -4.99  0.22
N5 -2.36 -1.69 -5.38  0.21
C30 -0.82 1.15 -2.66  -0.56
O1 -1.12 0.95 -3.83  0.05
O2 0.37 1.01 -2.20  -0.21
H37 -2.14 -0.22 -0.66  0.09
H38 -2.25 1.04 0.36  0.08
H39 -1.42 2.54 -1.24  0.10
H40 -3.24 2.56 -2.89  0.13
H41 -3.65 2.61 -1.21  0.12
H42 -5.29 1.22 -1.73  0.12
H43 -4.13 -0.07 -1.63  0.11
H44 -4.94 1.46 -4.14  0.14
H45 -5.60 -0.09 -3.69  0.12
H46 -2.71 0.43 -4.28  0.10
H47 -5.52 -1.77 -4.76  0.12
H48 -4.54 -2.95 -5.51  0.13
H49 -1.58 -1.06 -5.35  0.12
H50 -2.30 -2.50 -5.98  0.13
O3 2.50 -7.55 0.50  -0.38
S1 1.38 -8.39 0.08  0.39
O4 1.83 -9.71 -0.30  -0.33
O5 0.31 -8.38 1.04  -0.35
C31 0.72 -7.59 -1.40  -0.35
N6 0.55 -8.30 -2.49  0.16
C32 0.10 -7.62 -3.55  -0.08
C33 -0.17 -6.26 -3.50  0.00
C34 0.02 -5.64 -2.28  -0.24
N7 0.45 -6.31 -1.21  0.17
C35 -0.19 -4.19 -2.01  -0.11
C36 -0.77 -3.81 -0.81  0.04
C37 -0.70 -2.49 -0.43  -0.13
N8 -0.08 -1.55 -1.17  -0.08
C38 0.35 -1.90 -2.39  -0.13
C39 0.31 -3.20 -2.84  0.03
H51 -0.05 -8.20 -4.46  0.12
H52 -0.51 -5.73 -4.38  0.10
H53 -1.20 -4.54 -0.14  0.14
H54 -1.09 -2.17 0.52  0.11
H55 0.79 -1.10 -2.98  0.10
H56 0.76 -3.45 -3.80  0.13


[2]
Computed, not measured: a 11-piece molecular cluster, C31H41BBrF5IN11O5P overall in a non-equilibrium geometry, with ωB97M-V/def2-TZVPD.

F_max, eV/Å: 3.056
DFT total energy, eV: -161135.7829
Kohn-Sham gap, eV: 6.876
LUMO energy, Eh: 0.053
Total charge: -1

Each line ends with the Löwdin charge.
Cartesian coordinates (Å):
C1 3.00 -3.07 3.24  0.14
C2 2.64 -2.08 2.67  -0.07
C3 2.25 -0.83 1.98  -0.32
B1 3.62 0.01 1.98  -0.64
O1 3.79 0.96 2.97  0.17
O2 4.58 -0.29 1.08  0.04
C4 5.40 0.74 0.53  -0.06
O3 1.26 -0.19 2.75  -0.35
P1 -0.31 -0.21 2.12  0.28
C5 -1.00 0.55 3.68  -0.29
Br1 -0.76 -2.37 3.07  0.42
I1 0.24 2.19 1.14  0.63
C6 -2.10 -0.11 1.25  -0.51
F1 -3.00 -1.04 1.75  -0.02
F2 -2.66 1.11 1.53  -0.02
C7 -2.24 -0.31 -0.28  -0.57
F3 -1.41 0.41 -1.03  0.09
F4 -2.15 -1.59 -0.65  0.15
F5 -3.49 0.11 -0.64  0.10
O4 0.25 -0.96 0.72  -0.32
C8 1.63 -1.11 0.56  -0.44
C9 2.08 -0.13 -0.51  -0.12
C10 1.48 -0.08 -1.70  0.03
N1 1.89 -2.50 0.12  0.23
C11 2.91 -2.83 -0.43  -0.31
O5 3.84 -3.21 -1.03  0.17
H1 3.34 -3.98 3.69  0.02
H2 3.40 1.81 2.75  0.10
H3 6.44 0.61 0.85  0.07
H4 5.34 0.68 -0.56  0.08
H5 5.08 1.74 0.83  0.09
H6 -0.21 0.45 4.43  0.05
H7 -1.22 1.60 3.55  -0.01
H8 -1.86 -0.02 4.03  0.02
H9 2.95 0.50 -0.32  0.09
H10 0.86 -0.92 -2.01  0.04
H11 1.59 0.78 -2.36  0.06
C12 -5.76 -0.58 -2.40  -0.06
C13 -6.70 -0.37 -3.49  -0.28
N2 -7.47 -0.15 -4.31  0.12
H12 -5.60 0.36 -1.87  0.08
H13 -6.14 -1.32 -1.70  0.09
H14 -4.81 -0.92 -2.79  0.07
C14 10.28 0.26 -0.34  -0.07
C15 8.98 0.65 -0.88  -0.27
N3 7.97 0.95 -1.33  0.15
H15 10.45 0.76 0.61  0.09
H16 10.30 -0.81 -0.18  0.04
H17 11.06 0.54 -1.04  0.08
C16 -1.90 3.09 -2.91  -0.08
C17 -0.55 3.35 -2.44  -0.30
N4 0.53 3.48 -2.09  0.12
H18 -2.59 3.81 -2.48  0.05
H19 -1.94 3.16 -3.99  0.07
H20 -2.20 2.09 -2.59  0.05
C18 -9.22 2.44 -2.80  -0.08
C19 -9.49 3.28 -1.63  -0.28
N5 -9.69 3.91 -0.70  0.13
H21 -9.92 2.69 -3.60  0.08
H22 -8.21 2.60 -3.15  0.08
H23 -9.34 1.40 -2.54  0.08
C20 10.61 -4.49 -0.41  -0.07
C21 10.76 -3.52 0.66  -0.28
N6 10.87 -2.75 1.50  0.14
H24 9.73 -4.25 -1.01  0.09
H25 11.49 -4.48 -1.05  0.08
H26 10.48 -5.49 0.01  0.08
C22 -8.52 7.00 -1.29  -0.05
C23 -7.37 7.83 -1.61  -0.24
N7 -6.47 8.49 -1.86  0.11
H27 -8.65 6.94 -0.21  0.09
H28 -9.42 7.43 -1.72  0.09
H29 -8.38 6.00 -1.68  0.05
C24 -0.43 -6.01 2.55  -0.08
C25 0.93 -6.19 3.03  -0.27
N8 2.01 -6.36 3.40  0.13
H30 -0.94 -5.28 3.16  0.02
H31 -0.41 -5.65 1.52  0.09
H32 -0.95 -6.97 2.60  0.08
C26 -5.00 6.81 -2.38  -0.13
C27 -4.03 6.24 -3.31  -0.26
N9 -3.27 5.79 -4.03  0.13
H33 -4.48 7.35 -1.59  0.09
H34 -5.65 7.50 -2.92  0.03
H35 -5.60 6.02 -1.95  0.09
C28 -1.73 -1.01 -4.26  -0.06
C29 -0.43 -1.67 -4.27  -0.28
N10 0.60 -2.15 -4.26  0.15
H36 -1.75 -0.29 -3.44  0.06
H37 -1.89 -0.49 -5.20  0.08
H38 -2.52 -1.74 -4.11  0.08
C30 2.65 -6.21 6.78  -0.08
C31 2.16 -5.45 7.92  -0.29
N11 1.79 -4.86 8.83  0.12
H39 1.93 -6.20 5.97  0.05
H40 3.58 -5.77 6.41  0.08
H41 2.84 -7.23 7.08  0.08


[3]
Computed, not measured: C37H36MnNO3 as an isolated structure, with ωB97M-V/def2-TZVPD.

Relative energy (zero: lowest compared OMol25 entry of this formula, charge and spin), eV: 0.000
Multiplicity: 4
F_max, eV/Å: 0.413
⟨S²⟩: 3.867
DFT total energy, eV: -77900.9059
Kohn-Sham gap (spin up / spin down), eV: 6.345 / 8.105
LUMO energy (spin up / spin down), Eh: -0.191 / -0.128
Total charge: +1

Each line ends with the Löwdin charge.
Cartesian coordinates (Å):
Mn1 0.50 0.55 0.18  1.09
O1 2.08 0.01 -0.22  -0.19
C1 2.68 -1.30 -0.35  -0.37
C2 1.63 -2.36 0.07  -0.03
C3 0.36 -2.32 -0.73  -0.21
C4 -0.01 -3.35 -1.59  0.02
C5 -1.21 -3.25 -2.27  0.00
C6 -2.02 -2.14 -2.08  0.02
C7 -1.60 -1.15 -1.21  -0.23
C8 -2.38 0.11 -0.99  -0.04
C9 -1.66 1.33 -1.60  -0.38
O2 -0.43 1.54 -0.85  -0.17
C10 -1.31 1.04 -3.05  -0.17
C11 -2.34 1.14 -3.99  -0.02
C12 -2.12 0.75 -5.30  -0.06
C13 -0.88 0.26 -5.69  -0.07
C14 0.14 0.18 -4.76  -0.05
C15 -0.07 0.56 -3.44  -0.02
C16 -2.42 2.63 -1.43  -0.17
C17 -1.84 3.80 -1.93  -0.01
C18 -2.48 5.01 -1.80  -0.06
C19 -3.72 5.08 -1.18  -0.07
C20 -4.31 3.93 -0.69  -0.06
C21 -3.66 2.71 -0.81  -0.03
N1 -0.43 -1.25 -0.55  0.11
C22 3.12 -1.44 -1.80  -0.17
C23 3.30 -2.70 -2.36  -0.04
C24 3.75 -2.83 -3.67  -0.06
C25 4.03 -1.71 -4.43  -0.07
C26 3.87 -0.45 -3.86  -0.07
C27 3.42 -0.32 -2.56  -0.03
C28 3.84 -1.33 0.64  -0.14
C29 3.61 -0.97 1.96  -0.03
C30 4.64 -1.00 2.89  -0.06
C31 5.91 -1.40 2.51  -0.07
C32 6.15 -1.76 1.19  -0.06
C33 5.12 -1.72 0.26  0.00
H1 1.39 -2.17 1.12  0.11
H2 2.08 -3.35 0.03  0.13
H3 0.63 -4.20 -1.71  0.12
H4 -1.52 -4.03 -2.96  0.12
H5 -2.96 -2.03 -2.61  0.13
H6 -2.53 0.28 0.08  0.11
H7 -3.36 0.01 -1.46  0.14
H8 -3.30 1.53 -3.70  0.13
H9 -2.92 0.84 -6.03  0.11
H10 -0.71 -0.03 -6.72  0.11
H11 1.12 -0.20 -5.05  0.10
H12 0.74 0.48 -2.74  0.09
H13 -0.88 3.74 -2.43  0.13
H14 -2.02 5.91 -2.19  0.11
H15 -4.22 6.04 -1.08  0.11
H16 -5.28 3.98 -0.20  0.11
H17 -4.14 1.82 -0.42  0.11
H18 3.13 -3.60 -1.78  0.11
H19 3.89 -3.82 -4.09  0.11
H20 4.38 -1.81 -5.44  0.11
H21 4.10 0.44 -4.44  0.11
H22 3.31 0.67 -2.13  0.12
H23 2.63 -0.63 2.27  0.09
H24 4.45 -0.70 3.91  0.11
H25 6.71 -1.43 3.23  0.11
H26 7.14 -2.08 0.88  0.11
H27 5.33 -1.99 -0.77  0.12
C34 -1.87 1.04 3.04  -0.01
C35 -0.55 0.27 3.04  -0.64
C36 0.33 0.67 4.21  -0.02
C37 -0.77 -1.23 2.98  -0.02
O3 0.17 0.70 1.85  -0.23
H28 -2.42 0.81 3.95  0.10
H29 -2.48 0.75 2.18  0.07
H30 -1.69 2.11 2.99  0.10
H31 -0.16 0.40 5.14  0.10
H32 0.50 1.75 4.21  0.10
H33 1.29 0.16 4.17  0.08
H34 -1.35 -1.55 3.85  0.10
H35 0.18 -1.77 3.01  0.08
H36 -1.32 -1.51 2.08  0.08


[4]
Computed, not measured: one molecule with the formula C20H27N5O4, with ωB97M-V/def2-TZVPD.

Relative energy (zero: lowest compared OMol25 entry of this formula, charge and spin), eV: 1.885
SMILES: CCOc1ccccc1CN1CCNC(=O)[C@H]1CC(=O)N(C)Cc1nonc1C
F_max, eV/Å: 0.964
DFT total energy, eV: -36817.4135
Kohn-Sham gap, eV: 9.046
LUMO energy, Eh: 0.024

Each line ends with the Löwdin charge.
Cartesian coordinates (Å):
C1 -4.47 -1.47 -0.33  -0.06
C2 -3.89 -2.33 0.78  -0.26
H1 -4.02 -3.39 0.54  0.13
H2 -4.40 -2.11 1.73  0.13
O1 -2.52 -2.01 0.89  -0.07
C3 -1.76 -2.61 1.85  -0.22
C4 -2.24 -3.60 2.71  -0.02
C5 -1.40 -4.17 3.64  -0.09
C6 -0.08 -3.77 3.74  -0.09
C7 0.39 -2.78 2.90  -0.03
C8 -0.43 -2.19 1.96  -0.14
C9 0.12 -1.10 1.06  -0.12
N1 1.14 -1.66 0.18  -0.09
C10 0.64 -2.72 -0.67  -0.15
H3 1.50 -3.18 -1.17  0.13
H4 0.16 -3.47 -0.04  0.12
C11 -0.35 -2.21 -1.72  -0.14
N2 0.26 -1.12 -2.44  0.11
C12 1.25 -0.34 -2.00  -0.46
O2 1.71 0.57 -2.67  0.04
C13 1.89 -0.72 -0.65  -0.20
H5 2.81 -1.25 -0.92  0.16
C14 2.31 0.58 0.04  -0.04
C15 1.22 1.64 -0.04  -0.45
O3 0.09 1.40 -0.41  0.06
N3 1.60 2.89 0.33  -0.08
C16 2.94 3.25 0.72  -0.04
H6 3.29 2.62 1.54  0.09
H7 3.64 3.16 -0.12  0.10
H8 2.94 4.29 1.04  0.09
C17 0.66 3.98 0.16  -0.08
C18 1.07 4.84 -0.98  -0.22
N4 1.68 5.99 -0.83  0.12
O4 1.93 6.46 -2.06  -0.07
N5 1.48 5.62 -3.00  0.12
C19 0.94 4.60 -2.39  -0.27
C20 0.33 3.44 -3.07  -0.01
H9 -0.62 3.19 -2.61  0.09
H10 0.98 2.56 -2.97  0.06
H11 0.20 3.66 -4.13  0.09
H12 -0.32 3.53 -0.05  0.13
H13 0.61 4.58 1.07  0.13
H14 3.18 0.96 -0.49  0.12
H15 2.60 0.39 1.07  0.13
H16 -0.17 -0.82 -3.31  0.15
H17 -1.27 -1.87 -1.22  0.10
H18 -0.60 -3.01 -2.42  0.12
H19 0.60 -0.35 1.69  0.13
H20 -0.70 -0.61 0.52  0.11
H21 1.42 -2.45 2.96  0.12
H22 0.58 -4.22 4.47  0.10
H23 -1.78 -4.94 4.30  0.10
H24 -3.26 -3.93 2.65  0.10
H25 -4.30 -0.42 -0.12  0.08
H26 -4.00 -1.71 -1.28  0.07
H27 -5.54 -1.64 -0.41  0.08